Entry 1:
A single C5H7N molecule at a distorted geometry. Source: OMol25; level of theory: the ωB97M-V functional and the def2-TZVPD basis.

Geometry as XYZ:
```
13
Properties=species:S:1:pos:R:3:forces:R:3
C 0.4625 -1.5232 -0.3774 -0.384 1.190 -0.216
C 0.2363 -0.2363 0.3717 3.496 1.123 -0.486
C -0.8687 0.5624 0.7432 -5.346 -0.550 0.319
N -2.0749 0.6635 0.1114 0.995 -0.998 3.137
C 0.4158 1.0823 -0.4242 4.370 -1.598 -0.899
C 1.6423 0.8786 0.1605 -5.770 0.433 0.494
H 1.1662 -1.1709 -1.1289 -0.153 -0.735 -0.488
H 0.9575 -2.3000 0.1806 -0.147 -0.251 0.493
H -0.4877 -1.8548 -0.8034 0.218 -0.240 -0.189
H -0.7928 1.2190 1.6025 0.673 0.788 -0.461
H -2.5679 -0.2428 -0.0095 1.060 0.442 -1.068
H -0.2048 1.3259 -1.2519 0.134 0.957 -0.511
H 2.1162 1.5965 0.8254 0.854 -0.560 -0.126
```
Forces are in eV/Å.

Calculated values
* E_HOMO: -8.43 eV
* gap between HOMO and LUMO: 7.309 eV
* ΔE to the lowest compared entry with this formula, charge and spin: 7.434 eV
* LUMO level: -1.118 eV


Entry 2:
A 2-piece molecular cluster, C6H14 overall at a distorted geometry. Source: OMol25; level of theory: the ωB97M-V functional and the def2-TZVPD basis.

Geometry as XYZ:
```
20
Properties=species:S:1:pos:R:3:forces:R:3
C 0.2460 -2.7108 1.2953 0.027 -0.415 0.986
C 1.3529 -2.2211 0.7605 -0.659 0.417 -1.271
C 1.9690 -0.8716 1.0284 0.063 -1.330 -0.941
H -0.2637 -3.5745 0.8872 0.160 -0.034 -0.130
H -0.1541 -2.3766 2.2500 0.000 0.316 -0.151
H 1.5894 -2.6435 -0.2166 0.471 -0.164 0.206
H 3.0453 -0.9040 1.1710 0.069 0.031 0.157
H 1.4508 -0.4250 1.8327 -0.266 0.775 0.981
H 1.7614 -0.3320 0.1033 0.188 0.407 0.163
C -0.2097 1.5050 -1.8580 0.160 -0.364 0.434
C -0.5698 1.2386 -0.4035 -1.037 -0.237 0.523
C -2.0413 1.5878 -0.1426 -0.360 0.371 -0.111
H -0.2650 2.5770 -2.0439 0.100 0.000 -0.163
H 0.7890 1.1312 -2.0869 0.039 0.158 -0.132
H -0.9184 0.9986 -2.5138 -0.002 0.029 -0.073
H -0.4914 0.1913 -0.1008 0.394 -0.095 -0.364
H 0.0586 1.7799 0.3010 0.198 0.243 -0.157
H -2.2832 1.7653 0.9062 0.198 -0.061 0.065
H -2.7176 0.7996 -0.4797 0.136 -0.107 -0.089
H -2.3484 2.4850 -0.6895 0.123 0.060 0.067
```
Forces are in eV/Å.

Calculated values
* E_HOMO: -9.70 eV
* gap between HOMO and LUMO: 10.775 eV
* SMILES string: C=CC.CCC
* ΔE to the lowest compared entry with this formula, charge and spin: 1.377 eV
* LUMO level: 1.078 eV


Entry 3:
C12H29NO2S2Sn as an isolated structure at a distorted geometry. Source: OMol25; level of theory: the ωB97M-V functional and the def2-TZVPD basis.

Geometry as XYZ:
```
47
Properties=species:S:1:pos:R:3:forces:R:3
Sn 0.3726 0.0906 -1.0181 -1.200 -1.365 3.037
S 2.7014 -0.9587 -0.1989 1.353 0.220 0.776
S -1.2745 1.6904 0.4703 -0.066 0.609 0.789
C 2.8572 -1.2061 1.6143 -0.173 -0.160 -0.242
C 3.6893 0.5953 -0.3092 0.485 -0.589 0.381
C 3.1787 1.7543 0.5240 0.511 0.058 -0.271
N 1.9516 2.2970 -0.0652 -0.267 -0.119 0.117
C 1.1720 3.0665 0.9238 0.340 0.234 -0.306
C -0.2590 3.2019 0.4558 -0.502 0.331 0.327
H 3.7985 0.8774 -1.3632 0.078 -0.224 0.210
H 4.6533 0.2597 0.0878 0.088 0.341 -0.362
H 3.9766 2.5231 0.5524 -0.293 -0.311 0.100
H 2.9971 1.4380 1.5615 -0.011 0.165 -0.388
H 1.6069 4.0807 1.0580 -0.286 -0.479 0.023
H 1.2445 2.5530 1.8930 -0.109 0.182 -0.313
H -0.3111 3.6252 -0.5543 -0.064 0.054 0.252
H -0.7950 3.8437 1.1596 0.068 0.330 -0.374
C -1.3229 1.5217 2.3008 -0.122 -0.181 -0.085
H 2.2156 2.9219 -0.8412 -0.215 -0.355 0.457
H -0.3149 1.3165 2.6868 -0.470 -0.033 -0.034
H -2.0276 0.7172 2.5693 0.396 0.362 -0.180
H -1.6918 2.4851 2.6935 0.120 -0.481 -0.159
H 2.5472 -2.2377 1.8263 0.100 0.376 -0.026
H 2.2493 -0.4899 2.1794 0.095 -0.303 -0.160
H 3.9149 -1.0739 1.8604 -0.183 -0.124 0.016
C 0.9453 1.3443 -2.8543 -1.146 -0.526 -3.606
C 0.3090 0.2930 -3.5958 1.909 2.894 -1.087
H 2.0514 1.4437 -2.8253 -0.739 -0.794 0.761
H 0.4101 2.3026 -2.6635 0.341 -0.673 -0.703
H 0.7637 -0.7062 -3.6868 0.040 0.564 -0.037
H -0.4926 0.5149 -4.3303 -0.177 -0.257 1.316
C -2.8889 0.0193 -2.4627 -1.009 -0.015 0.004
O -2.0522 -0.7368 -1.5947 0.189 0.646 -0.210
C -2.2234 -2.1431 -1.6895 0.403 -0.368 -0.252
C -2.0990 -2.7980 -0.3265 0.059 -0.669 0.686
O -1.2463 -1.9945 0.4894 -0.150 0.050 0.177
C -1.2702 -2.3439 1.8770 -0.036 0.017 -0.013
H -2.5043 1.0420 -2.5486 -0.020 -0.207 0.167
H -3.9046 0.0515 -2.0180 0.447 0.116 -0.396
H -2.9537 -0.4204 -3.4694 0.107 0.066 0.255
H -3.1736 -2.3789 -2.1807 0.149 -0.057 0.195
H -1.4062 -2.5333 -2.2995 -0.066 -0.011 -0.340
H -3.0782 -2.9903 0.1519 0.353 0.444 -0.037
H -1.6172 -3.7877 -0.4472 -0.343 0.264 -0.074
H -2.3043 -2.3879 2.2537 0.260 0.145 -0.101
H -0.8056 -3.3202 2.0742 -0.002 0.187 -0.163
H -0.7082 -1.5558 2.4037 -0.239 -0.357 -0.124
```
Forces are in eV/Å.

Calculated values
* E_HOMO (spin up / spin down): -13.99 / -13.89 eV
* gap between HOMO and LUMO (spin up / spin down): 6.086 / 5.694 eV
* total charge: +2
* LUMO level (spin up / spin down): -7.901 / -8.201 eV


Entry 4:
An isolated ion of composition C5H9N2S and charge +1 at a distorted geometry. Source: OMol25; level of theory: the ωB97M-V functional and the def2-TZVPD basis.

Geometry as XYZ:
```
17
Properties=species:S:1:pos:R:3:forces:R:3
C -2.0968 0.8307 0.5359 0.984 -1.210 -0.192
C -1.6719 -1.2442 -0.6146 0.181 -1.315 0.081
C 0.5891 0.5632 0.0354 0.065 -1.654 -0.106
C 1.0410 0.3458 1.4552 0.128 -0.201 -1.690
C 1.6397 0.3373 -1.0406 -2.394 -0.042 -1.533
N -2.3015 -0.3597 0.1966 -1.242 0.083 1.440
N -0.4010 -1.4147 -0.5681 -0.875 3.100 1.443
S -0.7410 1.6706 -0.2434 1.065 0.605 -0.845
H -2.6151 1.3401 1.3405 -0.359 -0.036 -0.201
H -2.3780 -1.9826 -1.0716 0.656 0.964 -0.371
H 1.5258 1.3235 1.6320 0.287 -0.516 0.354
H 1.6832 -0.5452 1.5338 0.024 0.682 0.037
H 0.2139 0.2591 2.1024 -0.905 -0.032 0.952
H 1.0986 0.4195 -2.0470 1.101 0.406 1.224
H 1.9894 -0.7058 -1.0486 0.330 0.631 0.629
H 2.4081 1.0813 -0.8989 0.505 0.067 -0.244
H 0.0164 -1.9189 -1.2989 0.449 -1.532 -0.979
```
Forces are in eV/Å.

Calculated values
* E_HOMO: -14.58 eV
* gap between HOMO and LUMO: 9.319 eV
* ΔE to the lowest compared entry with this formula, charge and spin: 2.806 eV
* total charge: +1
* LUMO level: -5.261 eV